(1)
The following is a quantum chemistry calculation of a 8-piece molecular cluster, C54H67BrF6N8O6P overall, from OMol25.

Last column: Löwdin charge in e.
Geometry (Å):
C (-0.771, -4.064, 2.632)  0.196
C (0.052, -3.744, 1.809)  -0.101
N (0.918, -3.042, 0.954)  0.035
C (0.405, -2.734, -0.280)  -0.125
C (-0.998, -3.126, -0.752)  -0.101
C (-2.178, -2.434, 0.029)  -0.164
C (-1.963, -0.922, 0.350)  -0.188
C (-2.468, 0.071, -0.746)  -0.160
C (-3.972, -0.092, -1.128)  -0.231
O (-4.829, -0.244, -0.010)  -0.154
C (-5.622, 0.915, 0.259)  -0.255
C (-7.038, 0.548, 0.817)  -0.080
C (1.209, -1.981, -1.190)  0.097
C (2.512, -1.568, -0.812)  0.015
C (3.265, -0.711, -1.892)  -0.374
O (4.021, -1.247, -2.633)  0.179
O (2.896, 0.640, -1.915)  0.124
C (3.943, 1.517, -2.171)  -0.291
O (5.076, 1.301, -1.870)  0.173
C (3.603, 2.896, -2.841)  -0.316
F (4.635, 3.755, -2.705)  0.182
F (3.355, 2.644, -4.162)  0.159
C (2.334, 3.609, -2.266)  -0.293
F (1.994, 4.578, -3.209)  0.124
F (1.247, 2.813, -2.139)  0.157
C (2.543, 4.365, -0.890)  -0.265
F (3.171, 5.555, -1.011)  0.160
F (1.250, 4.681, -0.409)  0.077
C (3.241, 3.498, 0.235)  -0.363
O (2.667, 2.645, 0.860)  0.146
O (4.561, 3.770, 0.425)  0.149
C (3.058, -1.940, 0.490)  -0.156
C (4.485, -1.522, 0.870)  -0.625
Br (5.843, -2.346, -0.321)  0.783
C (4.617, 0.063, 0.883)  -0.251
C (4.796, 0.616, 2.354)  -0.073
C (2.204, -2.690, 1.355)  -0.201
P (2.900, -3.119, 3.056)  1.030
C (2.032, -1.885, 4.186)  -0.250
C (2.485, -4.885, 3.522)  -0.388
C (1.651, -4.805, 4.887)  -0.158
H (-1.453, -4.249, 3.464)  0.095
H (-1.116, -2.890, -1.833)  0.127
H (-1.123, -4.236, -0.684)  0.139
H (-3.082, -2.544, -0.616)  0.114
H (-2.396, -3.039, 0.932)  0.089
H (-0.917, -0.638, 0.604)  0.104
H (-2.566, -0.706, 1.266)  0.113
H (-1.785, 0.045, -1.631)  0.114
H (-2.360, 1.097, -0.309)  0.096
H (-4.053, -1.036, -1.730)  0.116
H (-4.240, 0.735, -1.820)  0.124
H (-5.112, 1.470, 1.088)  0.107
H (-5.795, 1.567, -0.624)  0.121
H (-7.550, 1.500, 1.096)  0.085
H (-7.677, 0.102, 0.017)  0.067
H (-6.997, -0.154, 1.672)  0.076
H (0.785, -1.736, -2.176)  0.149
H (5.025, 2.933, 0.621)  0.123
H (4.790, -1.836, 1.886)  0.025
H (5.594, 0.263, 0.383)  0.088
H (3.773, 0.560, 0.369)  0.077
H (5.324, -0.136, 2.986)  0.085
H (5.454, 1.514, 2.360)  0.079
H (3.800, 0.848, 2.797)  0.069
H (2.532, -2.001, 5.173)  0.051
H (0.936, -2.029, 4.243)  0.037
H (2.316, -0.870, 3.823)  0.033
H (3.366, -5.518, 3.759)  0.074
H (1.855, -5.413, 2.767)  0.057
H (1.351, -5.801, 5.269)  0.078
H (0.725, -4.199, 4.765)  0.034
H (2.266, -4.249, 5.633)  0.070
N (-10.925, -0.214, 0.432)  0.007
C (-12.060, 0.519, 0.641)  -0.152
C (-12.447, 0.337, 1.944)  -0.114
C (-11.504, -0.536, 2.546)  -0.108
C (-10.576, -0.857, 1.590)  -0.149
H (-10.424, -0.271, -0.436)  0.140
H (-12.494, 1.104, -0.154)  0.103
H (-13.310, 0.782, 2.414)  0.089
H (-11.506, -0.889, 3.565)  0.092
H (-9.702, -1.485, 1.632)  0.102
N (8.563, -0.416, -2.340)  0.000
C (9.836, 0.024, -2.586)  -0.149
C (9.750, 1.100, -3.432)  -0.098
C (8.369, 1.319, -3.701)  -0.096
C (7.666, 0.366, -3.009)  -0.160
H (8.316, -1.199, -1.758)  0.104
H (10.687, -0.465, -2.141)  0.111
H (10.582, 1.668, -3.816)  0.099
H (7.943, 2.086, -4.328)  0.094
H (6.612, 0.170, -2.933)  0.077
N (9.646, -1.741, -5.438)  0.008
C (10.841, -2.366, -5.210)  -0.149
C (11.480, -2.511, -6.414)  -0.113
C (10.640, -1.945, -7.408)  -0.113
C (9.519, -1.476, -6.774)  -0.141
H (8.968, -1.510, -4.732)  0.113
H (11.133, -2.655, -4.214)  0.100
H (12.444, -2.970, -6.566)  0.090
H (10.837, -1.887, -8.466)  0.090
H (8.642, -0.979, -7.157)  0.104
N (0.199, 7.027, -2.318)  0.003
C (-1.133, 7.210, -2.587)  -0.143
C (-1.373, 8.556, -2.662)  -0.110
C (-0.140, 9.217, -2.436)  -0.108
C (0.809, 8.252, -2.231)  -0.138
H (0.656, 6.143, -2.205)  0.091
H (-1.794, 6.365, -2.698)  0.102
H (-2.328, 9.015, -2.859)  0.093
H (0.032, 10.281, -2.427)  0.093
H (1.866, 8.329, -2.029)  0.105
N (-13.256, 3.857, 0.467)  0.002
C (-11.980, 4.267, 0.190)  -0.153
C (-12.056, 5.337, -0.663)  -0.115
C (-13.433, 5.586, -0.907)  -0.113
C (-14.147, 4.659, -0.195)  -0.139
H (-13.501, 3.087, 1.064)  0.125
H (-11.132, 3.762, 0.623)  0.101
H (-11.218, 5.881, -1.067)  0.088
H (-13.850, 6.358, -1.533)  0.090
H (-15.209, 4.500, -0.102)  0.106
N (-0.355, 3.177, 1.648)  0.028
C (-0.009, 2.313, 2.649)  -0.149
C (-1.152, 1.722, 3.122)  -0.114
C (-2.235, 2.245, 2.373)  -0.118
C (-1.713, 3.136, 1.471)  -0.135
H (0.305, 3.733, 1.134)  0.102
H (1.022, 2.195, 2.939)  0.093
H (-1.204, 0.994, 3.917)  0.088
H (-3.279, 1.997, 2.481)  0.085
H (-2.189, 3.745, 0.720)  0.114
N (1.373, -9.009, 3.403)  -0.010
C (0.236, -9.771, 3.475)  -0.144
C (0.289, -10.495, 4.637)  -0.105
C (1.501, -10.155, 5.295)  -0.106
C (2.146, -9.236, 4.511)  -0.153
H (1.602, -8.383, 2.653)  0.131
H (-0.507, -9.731, 2.696)  0.104
H (-0.459, -11.192, 4.979)  0.094
H (1.858, -10.541, 6.236)  0.094
H (3.086, -8.724, 4.643)  0.101

Computed properties:
Kohn-Sham gap = 0.15705 hartree
total charge = +1

(2)
The following is a quantum chemistry calculation of C54H70BGeN7O2Re as an isolated structure, from OMol25.

Last column: Mulliken spin population.
Geometry (Å):
Re (-0.302, -0.737, 0.557)  2.265
C (-4.817, 2.077, -1.332)  0.000
C (-3.556, 2.035, -0.533)  0.001
C (-2.911, 3.069, 0.100)  0.006
C (-1.789, 2.498, 0.723)  0.036
N (-1.741, 1.190, 0.452)  0.148
N (-2.848, 0.910, -0.309)  0.025
B (-3.404, -0.524, -0.460)  0.090
N (-3.429, -1.202, 0.919)  0.021
N (-2.357, -1.144, 1.763)  0.092
C (-2.759, -1.627, 2.936)  0.041
C (-4.100, -2.042, 2.834)  0.005
C (-4.487, -1.751, 1.547)  0.008
C (-5.812, -1.961, 0.891)  0.001
C (-1.945, -1.687, 4.214)  -0.033
C (-1.639, -3.150, 4.561)  0.000
C (-2.798, -1.073, 5.336)  0.001
C (-0.640, -0.905, 4.133)  0.070
N (-2.613, -1.337, -1.500)  0.029
N (-1.307, -1.684, -1.321)  0.071
C (-0.939, -2.393, -2.402)  0.053
C (-2.041, -2.508, -3.264)  0.001
C (-3.073, -1.825, -2.664)  0.001
C (-4.470, -1.640, -3.161)  0.001
C (0.406, -3.057, -2.660)  -0.001
C (1.572, -2.358, -1.964)  0.055
C (0.698, -3.065, -4.168)  0.000
C (0.328, -4.520, -2.193)  0.006
C (-0.787, 3.275, 1.551)  -0.012
C (-1.398, 4.614, 1.978)  0.000
C (-0.379, 2.522, 2.815)  -0.009
C (0.433, 3.557, 0.674)  0.001
H (-5.134, 3.113, -1.446)  0.000
H (-4.678, 1.651, -2.329)  0.000
H (-5.624, 1.522, -0.853)  0.000
H (-3.225, 4.099, 0.128)  0.000
H (-4.523, -0.449, -0.869)  0.001
H (-4.714, -2.478, 3.605)  0.001
H (-6.485, -2.460, 1.587)  0.000
H (-6.268, -1.016, 0.591)  0.000
H (-5.723, -2.583, -0.001)  0.000
H (-2.553, -3.747, 4.592)  0.000
H (-0.967, -3.594, 3.826)  0.000
H (-1.161, -3.205, 5.543)  0.000
H (-3.710, -1.646, 5.513)  0.000
H (-2.225, -1.059, 6.267)  0.000
H (-3.085, -0.047, 5.092)  0.000
H (0.044, -1.344, 3.412)  0.040
H (-0.816, 0.137, 3.865)  -0.050
H (-0.153, -0.925, 5.113)  -0.001
H (-2.088, -3.029, -4.206)  0.000
H (-4.585, -2.178, -4.101)  0.000
H (-5.207, -2.023, -2.454)  0.001
H (-4.708, -0.590, -3.338)  0.000
H (1.514, -1.271, -2.066)  -0.008
H (1.611, -2.610, -0.909)  -0.029
H (2.508, -2.690, -2.425)  0.001
H (0.910, -2.061, -4.535)  0.000
H (1.580, -3.685, -4.347)  0.000
H (-0.121, -3.486, -4.753)  0.000
H (0.079, -4.584, -1.135)  -0.003
H (-0.424, -5.073, -2.763)  0.000
H (1.298, -5.001, -2.345)  0.000
H (-2.353, 4.474, 2.490)  0.000
H (-0.712, 5.114, 2.666)  0.000
H (-1.557, 5.282, 1.127)  0.000
H (-1.238, 2.393, 3.480)  0.005
H (0.031, 1.546, 2.581)  0.027
H (0.389, 3.091, 3.349)  -0.003
H (0.139, 4.096, -0.230)  0.001
H (1.162, 4.162, 1.218)  0.000
H (0.901, 2.623, 0.362)  0.006
C (0.350, -5.447, 1.989)  0.047
C (-0.822, -5.002, 1.396)  -0.037
C (-0.949, -3.677, 0.999)  0.055
C (0.079, -2.733, 1.175)  0.126
C (1.246, -3.219, 1.782)  0.000
C (1.386, -4.543, 2.182)  -0.039
H (0.455, -6.480, 2.298)  0.002
H (-1.646, -5.690, 1.237)  -0.001
H (-1.882, -3.377, 0.535)  0.012
H (2.085, -2.552, 1.951)  0.029
H (2.313, -4.866, 2.644)  0.000
C (1.365, -0.127, 1.202)  -0.390
Ge (2.961, 0.802, 0.580)  -0.067
C (2.974, 1.487, -1.257)  0.023
C (2.667, 2.797, -1.630)  -0.006
C (2.715, 3.200, -2.960)  0.000
C (3.071, 2.293, -3.950)  0.000
C (3.378, 0.986, -3.600)  0.001
C (3.335, 0.594, -2.268)  -0.003
C (3.406, 2.141, 1.937)  0.024
C (3.286, 1.740, 3.272)  -0.002
C (3.549, 2.615, 4.316)  -0.001
C (3.948, 3.918, 4.045)  0.001
C (4.101, 4.326, 2.728)  -0.001
C (3.837, 3.442, 1.688)  -0.005
C (4.401, -0.525, 0.684)  0.010
C (4.199, -1.837, 0.251)  0.005
C (5.217, -2.780, 0.306)  0.001
C (6.465, -2.421, 0.800)  0.000
C (6.683, -1.123, 1.240)  -0.001
C (5.658, -0.185, 1.182)  -0.008
H (1.668, -0.552, 2.171)  0.059
H (2.363, 3.525, -0.886)  0.000
H (2.480, 4.226, -3.220)  0.000
H (3.120, 2.607, -4.986)  0.000
H (3.655, 0.267, -4.361)  0.000
H (3.589, -0.430, -2.024)  0.003
H (2.979, 0.726, 3.510)  0.007
H (3.440, 2.281, 5.341)  0.000
H (4.149, 4.606, 4.856)  0.000
H (4.432, 5.334, 2.507)  0.000
H (3.984, 3.784, 0.669)  0.000
H (3.226, -2.138, -0.120)  0.015
H (5.034, -3.794, -0.030)  0.000
H (7.262, -3.154, 0.848)  0.000
H (7.653, -0.840, 1.632)  0.000
H (5.844, 0.823, 1.539)  0.000
O (0.352, 0.144, -3.697)  0.003
C (-0.129, 0.994, -2.804)  0.005
O (0.123, 0.926, -1.628)  0.166
C (-1.068, 2.061, -3.375)  0.004
N (-0.970, 2.074, -4.846)  0.000
C (-0.026, 3.165, -5.156)  -0.002
C (-0.332, 4.259, -4.138)  0.000
C (-0.703, 3.475, -2.868)  0.003
H (-2.066, 1.747, -3.058)  -0.001
H (-1.874, 2.263, -5.259)  0.000
H (-0.035, 0.454, -4.553)  0.000
H (-0.125, 3.469, -6.197)  0.000
H (0.990, 2.786, -5.009)  0.001
H (-1.178, 4.858, -4.483)  0.000
H (0.510, 4.934, -3.981)  0.000
H (-1.532, 3.928, -2.326)  0.000
H (0.130, 3.405, -2.170)  -0.001

Computed properties:
energy relative to the best compared isomer or geometry (same formula, charge and spin) = 15.75 kJ/mol
Kohn-Sham gap (spin up / spin down) = 0.26382 / 0.30826 hartree
multiplicity = 4